# 1
C32H60F2N16O28S | ωB97M-V with the def2-TZVPD basis set

Atoms and positions in Å:
C -1.95652 -1.17435 -0.96369
C -1.77187 0.31164 -1.16013
C -0.66982 0.78689 -1.86231
C -0.45102 2.14394 -2.04400
C -1.34854 3.05887 -1.51136
C -1.07374 4.54788 -1.64092
C -0.12722 4.92980 -0.52402
C -0.60118 5.19447 0.71969
C 0.24125 5.52065 1.82951
C -0.49548 5.77973 3.13277
C -0.39748 7.22661 3.63798
F -0.06772 4.88986 4.11111
C 1.60325 5.57227 1.70042
C 2.50386 5.84962 2.88092
C 3.71070 6.72666 2.63458
F 2.98946 4.58975 3.30410
C 2.13032 5.31086 0.39799
N 3.42435 5.28899 0.05095
S 3.50228 4.90688 -1.49397
N 1.93622 4.75144 -1.85501
C 1.28198 4.98615 -0.71842
C -2.45928 2.60148 -0.82109
C -2.67667 1.23757 -0.65171
H -2.67989 -1.59479 -1.65905
H -2.27165 -1.34853 0.06345
H -0.98946 -1.66539 -1.07169
H 0.03303 0.07225 -2.27496
H 0.42677 2.48301 -2.58038
H -0.66226 4.78536 -2.61687
H -1.99482 5.11274 -1.51171
H -1.67298 5.15751 0.86847
H -1.54755 5.57105 2.93946
H -1.36583 7.57421 3.98708
H 0.30812 7.25812 4.46539
H -0.01359 7.86475 2.84619
H 1.93168 6.22196 3.72103
H 3.40170 7.68012 2.20624
H 4.44228 6.22962 2.01025
H 4.17904 6.93413 3.59771
H -3.15872 3.31226 -0.39729
H -3.56584 0.94176 -0.11127
C 0.15638 -4.80267 -1.05593
N -0.55169 -4.17345 -2.20355
O -1.67103 -4.56722 -2.46373
O 0.03873 -3.29804 -2.79861
H -0.48808 -5.55334 -0.62127
H 1.06979 -5.24608 -1.44052
H 0.38237 -4.01393 -0.34380
C -4.34626 -2.31724 2.77408
N -4.96731 -1.53917 1.66840
O -6.09166 -1.82579 1.32164
O -4.28589 -0.65974 1.17636
H -5.05722 -3.05959 3.11521
H -3.45201 -2.78256 2.37933
H -4.10009 -1.61266 3.56293
C -1.62146 2.79695 -6.75520
N -1.69791 2.91186 -5.27224
O -1.22931 3.90929 -4.75505
O -2.22401 1.99895 -4.68176
H -1.12865 3.68090 -7.14158
H -1.05900 1.89591 -6.98019
H -2.63881 2.71350 -7.12455
C -0.83932 -3.10278 5.67728
N -1.97091 -3.62436 4.86294
O -1.81170 -3.72265 3.66296
O -2.98906 -3.91340 5.45382
H -0.01174 -2.88930 5.01208
H -1.18954 -2.20595 6.17899
H -0.58312 -3.87060 6.40073
C -2.22886 -9.10938 -1.16744
N -1.63210 -8.19235 -0.16237
O -0.48171 -7.83849 -0.31354
O -2.34553 -7.85211 0.75934
H -1.47923 -9.32837 -1.91759
H -2.53405 -10.00305 -0.63338
H -3.08660 -8.59889 -1.59628
C -3.00145 8.71060 -1.34101
N -3.09437 7.70121 -0.25132
O -3.40495 6.56958 -0.55542
O -2.84337 8.08088 0.87423
H -3.24747 8.22347 -2.27675
H -3.70415 9.50446 -1.10716
H -1.98339 9.08801 -1.34364
C -0.83210 11.22752 3.92737
N 0.60652 11.14626 4.30700
O 1.22002 12.18295 4.43132
O 1.06169 10.03276 4.46569
H -1.09764 12.27231 3.82088
H -0.95213 10.68736 2.99286
H -1.40203 10.75008 4.71847
C -2.86355 -13.52837 -1.92591
N -2.30620 -12.55336 -0.94675
O -1.17394 -12.15133 -1.12016
O -3.02497 -12.21326 -0.02587
H -2.11071 -13.71661 -2.67444
H -3.11999 -14.42914 -1.37877
H -3.75026 -13.07294 -2.35747
C -1.42609 -17.81084 -3.87352
N -2.17678 -16.76256 -3.13081
O -2.49970 -15.75561 -3.73008
O -2.41992 -16.98053 -1.96374
H -1.28787 -17.47176 -4.89276
H -0.47658 -17.94834 -3.36544
H -2.01783 -18.71997 -3.83119
C 7.70707 6.86808 2.49630
N 8.21419 7.69777 3.62280
O 9.35092 8.11574 3.55502
O 7.44681 7.89931 4.54024
H 8.49551 6.77508 1.75918
H 7.43008 5.90187 2.90785
H 6.84019 7.37515 2.08360
C 4.31646 8.44760 -1.59847
N 5.55415 8.69103 -0.80899
O 5.50203 8.48319 0.38610
O 6.52804 9.07946 -1.41440
H 3.54682 8.09942 -0.91890
H 4.03624 9.38695 -2.06572
H 4.55004 7.69788 -2.34748
C 3.23917 0.94906 -2.85458
N 2.83396 -0.44418 -3.18669
O 2.32033 -1.10292 -2.30857
O 3.04074 -0.82692 -4.32061
H 2.98336 1.13272 -1.81723
H 4.30916 1.03037 -3.02151
H 2.69191 1.61418 -3.51662
C 4.27326 -3.65944 -3.17785
N 5.67369 -4.16479 -3.19661
O 6.47800 -3.58469 -3.89559
O 5.91851 -5.13071 -2.50369
H 4.20113 -2.80573 -3.83848
H 3.63200 -4.46809 -3.51454
H 4.03992 -3.38645 -2.15328
C -3.98060 -9.22195 3.04603
N -3.91691 -9.86986 4.38556
O -2.89087 -9.75829 5.02242
O -4.90563 -10.47093 4.75227
H -3.03810 -8.72804 2.85511
H -4.17135 -10.00469 2.31776
H -4.80162 -8.51197 3.07095

Properties
E_HOMO	-0.30321	Ha
E_LUMO	-0.8	eV
multiplicity	1
orbital gap	7.44	eV

# 2
C21H30AuN5SSeSi2 | ωB97M-V with the def2-TZVPD basis set

Atoms and positions in Å:
Au -0.58373 0.56592 0.92977
C 0.49514 4.23962 -1.37440
Si 0.38468 2.45297 -2.04250
C 1.36043 2.30254 -3.67588
C -1.42498 1.99851 -2.41274
N 0.86133 1.28846 -0.85376
C 2.07059 1.01892 -0.43405
C 3.23242 1.70778 -0.88079
C 4.48377 1.33189 -0.50683
C 4.65407 0.24588 0.37232
C 3.57358 -0.41861 0.87294
C 2.24540 -0.07028 0.52707
N 1.17990 -0.66269 1.03025
Si 1.11802 -2.04568 2.10305
C 1.56159 -1.52308 3.88906
C 2.26390 -3.44991 1.49539
C -0.67679 -2.67198 1.98096
H -0.37755 4.80853 -1.68004
H 1.38115 4.76151 -1.72538
H 0.52584 4.24447 -0.29122
H 0.93325 2.94177 -4.44129
H 1.32142 1.27879 -4.03174
H 2.40683 2.56589 -3.57093
H -1.80672 2.54062 -3.27234
H -2.06354 2.22579 -1.56621
H -1.51378 0.93607 -2.61566
H 3.08471 2.55081 -1.53435
H 5.35494 1.86178 -0.85929
H 5.65217 -0.03927 0.66694
H 3.71331 -1.21301 1.58332
H 2.60748 -1.71351 4.11842
H 0.95865 -2.06291 4.61370
H 1.38166 -0.46150 4.02891
H 3.31053 -3.25345 1.70136
H 2.15774 -3.59495 0.42482
H 2.00883 -4.38293 1.98640
H -1.38894 -1.94084 2.34806
H -0.81114 -3.58083 2.55745
H -0.93803 -2.89354 0.95225
Se 0.90752 2.16525 2.51472
C -0.39026 2.97855 3.65659
C -1.08271 4.11044 3.24466
C -2.00497 4.66334 4.11417
N -2.26147 4.18022 5.31845
C -1.57395 3.12226 5.71574
C -0.62846 2.48383 4.93404
H -0.89831 4.53532 2.27048
H -2.57032 5.54287 3.83685
H -1.79562 2.77305 6.71512
H -0.08471 1.62702 5.29803
S -2.83609 1.47162 1.14935
C -3.48003 0.11498 0.40640
N -4.83541 0.03883 0.18264
C -5.38162 -1.05436 -0.42263
C -4.55885 -2.07272 -0.81784
C -3.18642 -1.93855 -0.55706
N -2.67729 -0.87348 0.04538
H -5.40553 0.82441 0.47382
H -6.44964 -1.05323 -0.56346
H -4.94604 -2.94908 -1.31046
H -2.48221 -2.70465 -0.83826

Properties
E_HOMO (spin up / spin down)	-0.22157 / -0.22150	Ha
E_LUMO (spin up / spin down)	-1.4 / -1.4	eV
multiplicity	1
orbital gap (spin up / spin down)	4.64 / 4.64	eV

# 3
C2FLiLuO2 | ωB97M-V with the def2-TZVPD basis set

Atoms and positions in Å:
Li -2.55910 0.89961 0.02069
Lu 2.71954 -0.37869 0.10771
O 0.89869 0.99350 -0.10078
C 0.34725 -0.13921 0.02186
O -0.95940 -0.23816 -0.14063
C -1.64229 -1.52091 -0.02229
F -2.98690 -0.94869 0.12337

Properties
E_HOMO (spin up / spin down)	-0.58369 / -0.68770	Ha
E_LUMO (spin up / spin down)	-9.6 / -9.6	eV
multiplicity	2
net charge	+2
expectation value of S²	0.75
orbital gap (spin up / spin down)	6.26 / 9.09	eV

# 4
C33H78Br2Cl2NO7P | ωB97M-V with the def2-TZVPD basis set

Atoms and positions in Å:
C -4.08121 -3.43863 -0.49209
C -4.55553 -2.02206 -0.85691
C -4.72742 -1.77821 -2.36889
C -4.16870 -0.42701 -2.81827
C -2.62693 -0.44145 -2.87109
C -1.98249 0.76751 -2.16927
P -0.55940 1.62715 -2.90358
N -1.47680 3.05985 -3.47343
C -1.13013 4.08555 -4.12339
C -2.17983 4.91205 -4.81445
C 0.28745 4.62007 -4.22267
C 0.86874 0.29323 -2.38471
Br 0.35185 -1.32319 -1.53231
C 2.15509 0.48400 -2.60830
C 2.77644 1.65033 -3.31545
Br 3.50516 -0.75183 -2.09954
C 0.18167 2.72616 -1.42524
Cl 0.55439 1.74550 0.01786
C -0.66891 3.90731 -0.96132
C -2.02750 3.59848 -0.36150
Cl 0.33802 4.86506 0.23368
C -0.21740 1.13286 -4.73146
C 0.17764 -0.35258 -4.94764
C -1.24537 1.56561 -5.81965
C -2.75514 1.43723 -5.59492
H -3.37504 -3.42233 0.34013
H -4.91343 -4.07502 -0.18567
H -3.58364 -3.92967 -1.33109
H -5.52488 -1.85940 -0.38078
H -3.86696 -1.28133 -0.43835
H -5.78359 -1.83713 -2.64241
H -4.21180 -2.56781 -2.92572
H -4.56644 -0.19502 -3.80939
H -4.51481 0.35223 -2.13257
H -2.30477 -0.53947 -3.90462
H -2.29441 -1.34777 -2.36176
H -1.71433 0.52060 -1.13961
H -2.73124 1.55643 -2.10970
H -2.01394 4.85472 -5.89613
H -3.17457 4.54277 -4.57516
H -2.10133 5.96836 -4.54644
H 0.89550 4.05464 -4.93211
H 0.28562 5.64974 -4.58551
H 0.76307 4.62766 -3.24393
H 2.06499 2.43613 -3.55814
H 3.57790 2.07686 -2.71538
H 3.24147 1.31380 -4.24640
H 1.12781 3.14998 -1.75734
H -0.73990 4.63547 -1.75742
H -2.78845 3.63449 -1.14161
H -2.03825 2.62031 0.11769
H -2.28721 4.34735 0.38430
H 0.68001 1.70713 -4.97648
H -0.05549 -0.61432 -5.98119
H 1.24163 -0.52582 -4.81370
H -0.35823 -1.05547 -4.31394
H -1.02603 2.59529 -6.11159
H -0.99942 0.99137 -6.71597
H -3.04894 1.59037 -4.56125
H -3.12554 0.45802 -5.91081
H -3.28127 2.17661 -6.20184
C -1.45994 -1.72041 2.38603
C -0.00933 -1.81133 2.81794
O 0.83851 -2.23588 1.75213
H -1.80335 -2.68711 2.01566
H -2.09762 -1.41870 3.21814
H -1.57716 -0.98813 1.58217
H 0.11615 -2.55189 3.60707
H 0.33734 -0.84773 3.20480
H 0.76033 -1.58937 1.03683
C 1.88162 -5.14622 -0.37349
C 1.20672 -5.58474 0.91439
O 1.51066 -4.70069 1.98576
H 2.95798 -5.06300 -0.22422
H 1.68940 -5.83373 -1.19872
H 1.48572 -4.16772 -0.64140
H 1.55370 -6.56918 1.23233
H 0.12286 -5.64929 0.76016
H 1.23857 -3.80216 1.74003
C 4.07175 -6.02116 5.21478
C 3.35501 -7.29152 4.80031
O 1.98143 -7.07284 4.50446
H 3.58505 -5.58156 6.08593
H 5.11309 -6.21937 5.46716
H 4.03829 -5.28979 4.40272
H 3.36835 -8.02268 5.60887
H 3.85972 -7.73992 3.93605
H 1.93484 -6.43224 3.78396
C 3.76468 4.92681 2.56935
C 3.16647 4.78401 3.95481
O 1.78451 5.12078 3.97729
H 3.62752 5.94475 2.20163
H 4.83033 4.69233 2.56567
H 3.26274 4.24812 1.87384
H 3.64357 5.46589 4.65805
H 3.31468 3.76381 4.32609
H 1.32041 4.53641 3.36727
C 6.62952 -3.02579 8.26635
C 5.66441 -3.99338 7.60859
O 6.09972 -5.34556 7.70038
H 7.61969 -3.11462 7.81867
H 6.28567 -1.99673 8.15351
H 6.72172 -3.23540 9.33481
H 5.58166 -3.78819 6.54187
H 4.66510 -3.88768 8.04534
H 6.17085 -5.57268 8.63331
C -7.21452 -2.55472 3.18703
C -7.90821 -1.55290 2.28418
O -7.76520 -1.87539 0.90445
H -6.15429 -2.61822 2.93940
H -7.31230 -2.26863 4.23502
H -7.64928 -3.54991 3.06738
H -7.46536 -0.56381 2.39607
H -8.96887 -1.47713 2.54642
H -8.15921 -2.74147 0.75608
C 3.62042 6.90640 -0.63202
C 3.05894 6.22341 -1.86222
O 3.79444 5.05656 -2.21992
H 4.66222 7.18375 -0.79585
H 3.05132 7.80479 -0.39024
H 3.57823 6.23764 0.23104
H 3.10492 6.88043 -2.73028
H 2.00883 5.95589 -1.69059
H 3.76890 4.45533 -1.46725

Properties
E_HOMO	-0.31917	Ha
E_LUMO	0.4	eV
multiplicity	1
orbital gap	9.06	eV

# 5
C22H31N5OS | ωB97M-V with the def2-TZVPD basis set

Atoms and positions in Å:
N -1.33236 -1.70129 2.04781
C -1.95052 -2.55530 1.19273
C -3.26888 -2.63100 1.51212
C -3.51052 -1.72462 2.62485
C -2.29260 -1.18469 2.87817
H -0.33111 -1.45695 2.08883
H -1.31418 -3.06537 0.46209
H -3.94784 -3.26108 1.00849
H -4.44285 -1.56999 3.18796
H -2.04002 -0.35695 3.50849
N 3.99583 -2.12062 -2.07519
C 2.92414 -2.60944 -2.79120
C 2.94487 -1.94133 -3.97912
C 4.01075 -1.02189 -3.99454
C 4.63772 -1.14291 -2.77916
H 4.32186 -2.34582 -1.14526
H 2.31063 -3.37091 -2.40237
H 2.28545 -2.19845 -4.83982
H 4.29949 -0.32944 -4.80204
H 5.45538 -0.61679 -2.29778
N 4.44863 -2.30714 1.25276
C 5.52235 -1.56178 0.83764
C 6.34203 -2.33444 0.11716
C 5.73649 -3.66472 0.09068
C 4.56901 -3.57350 0.83818
H 3.67256 -1.99563 1.78535
H 5.56851 -0.51579 1.10819
H 7.21053 -1.98834 -0.38204
H 6.05906 -4.57507 -0.36218
H 3.79457 -4.26858 0.94191
N -2.74994 3.71960 0.52575
C -2.58673 5.06382 0.55603
C -1.69038 5.36011 1.55283
C -1.30816 4.11117 2.14644
C -1.95485 3.10514 1.46636
H -3.50767 3.25041 0.07688
H -3.28846 5.71891 0.02339
H -1.28353 6.32666 1.70355
H -0.55969 3.98469 2.90977
H -2.02694 2.01755 1.40038
N -6.08452 1.67862 0.14378
C -4.86215 1.03810 -0.07528
C -4.52044 1.27226 -1.37780
C -5.54832 2.00418 -2.02522
C -6.53618 2.26079 -1.05337
H -6.41060 1.92697 1.07424
H -4.40124 0.55171 0.82165
H -3.61663 0.87909 -1.87908
H -5.58841 2.36200 -3.09961
H -7.53346 2.68525 -1.08375
C -0.36223 0.25236 -0.05398
S 1.03695 0.46341 1.03257
O 1.46115 -0.88329 1.61404
C 2.33486 0.95466 -0.14554
H -0.50860 1.27052 -0.36040
H -1.29461 -0.06102 0.42739
H -0.11102 -0.50261 -0.86398
H 2.52985 0.08262 -0.81375
H 3.18122 1.29047 0.42435
H 2.11176 1.80565 -0.70038

Properties
E_HOMO	-0.30162	Ha
E_LUMO	0.5	eV
multiplicity	1
orbital gap	8.75	eV
energy above the lowest of the compared OMol25 structures with the same formula, charge and spin	0.0	kJ/mol

# 6
C4H10N2O3 | ωB97M-V with the def2-TZVPD basis set

Atoms and positions in Å:
N -0.80217 0.26482 1.64996
C 0.49324 0.11306 0.99818
C 0.62693 1.02343 -0.23778
C -0.03167 0.64256 -1.56526
N -1.47561 0.50418 -1.36826
O -1.78116 -0.71956 -0.84652
C 0.81298 -1.37134 0.83243
O 0.21920 -2.23372 1.45534
O 1.81841 -1.59702 -0.02793
H -0.93274 1.25699 1.84683
H -0.74416 -0.15828 2.59760
H 1.28173 0.49003 1.65742
H 1.69727 1.12186 -0.44220
H 0.21474 1.98524 0.10534
H 0.38978 -0.31879 -1.97472
H 0.20282 1.46567 -2.27066
H -1.89808 0.58166 -2.30920
H -1.89702 -0.51449 0.11046
H 1.80548 -2.53632 -0.21103

Properties
E_HOMO	-0.32329	Ha
E_LUMO	0.7	eV
multiplicity	1
orbital gap	9.51	eV
energy above the lowest of the compared OMol25 structures with the same formula, charge and spin	214.8	kJ/mol

# 7
C18H22ClDyN5O7P2 | ωB97M-V with the def2-TZVPD basis set

Atoms and positions in Å:
Dy -0.02444 -0.16071 0.43493
C -3.49853 0.18045 -0.16662
N -2.72887 0.17393 1.07743
C -2.88889 1.37322 1.90053
C -1.76859 2.32650 1.62459
N -0.81114 2.08038 0.76839
C 0.08516 3.16276 0.88082
C 1.28648 3.42132 0.22293
C 1.96304 4.57538 0.57013
C 1.46012 5.45989 1.54018
C 0.26666 5.21830 2.19169
C -0.39048 4.04881 1.83401
N -1.59429 3.49069 2.27520
C -2.73118 -0.55224 -1.21901
N -1.49248 -0.23250 -1.53291
C -1.17547 -1.07675 -2.62203
C -0.04318 -1.11960 -3.43395
C -0.02754 -2.04635 -4.45321
C -1.10889 -2.91775 -4.68346
C -2.24565 -2.86559 -3.90519
C -2.24071 -1.92038 -2.88575
N -3.22535 -1.55052 -1.96671
H -3.59678 1.20963 -0.51339
H -4.51091 -0.21708 -0.05877
H -2.93311 -0.64866 1.62903
H -2.83490 1.08910 2.94943
H -3.85311 1.86542 1.74090
H 1.67985 2.75626 -0.53617
H 2.89784 4.81368 0.07991
H 2.01829 6.35485 1.78125
H -0.12344 5.90395 2.93214
H -2.20246 3.85100 2.99043
H 0.78729 -0.44675 -3.26990
H 0.83838 -2.10415 -5.09911
H -1.05062 -3.63051 -5.49562
H -3.08992 -3.51451 -4.09416
H -4.15803 -1.92006 -1.89563
C 3.73841 -2.26156 1.67264
C 2.46145 -1.60652 1.15067
O 2.19535 -0.36784 1.82770
P 1.01321 -2.79779 1.40397
O 1.50773 -4.14160 0.79350
O 0.86496 -3.09397 2.91960
O -0.24290 -2.26502 0.72735
P 2.52772 -1.27182 -0.67930
O 4.03850 -0.98270 -1.04721
O 2.00281 -2.48167 -1.36047
O 1.75623 0.06235 -0.78431
H 3.67367 -2.38814 2.75294
H 4.57536 -1.60576 1.42646
H 3.92927 -3.22745 1.20993
H 3.02552 0.11233 1.90995
H 1.61013 -3.99837 -0.17969
H 0.43623 -2.30834 3.34668
H 4.37883 -1.58048 -1.73056
Cl -0.42664 -0.22708 3.04781

Properties
E_HOMO (spin up / spin down)	-0.42494 / -0.42476	Ha
E_LUMO (spin up / spin down)	-2.1 / -2.1	eV
multiplicity	6
net charge	+1
expectation value of S²	9.33
orbital gap (spin up / spin down)	9.51 / 9.50	eV
energy above the lowest of the compared OMol25 structures with the same formula, charge and spin	34.3	kJ/mol

Ordered F_max results: 0.76 2.55 4.31 0.90 2.46 3.29 2.72; unit eV/A.